No. 1
ORCA calculation (the ωB97M-V functional and the def2-TZVPD basis) on an isolated molecule of CH4FNO2 at a distorted geometry.

```
9
CH4FNO2 the ωB97M-V functional and the def2-TZVPD basis
O 1.09331 -1.00041 0.01945
C 0.19504 -0.09835 0.28530
O 0.70847 1.19349 0.05402
N -0.94920 -0.34442 -0.50768
F -2.09042 0.18988 0.10907
H 0.67828 -1.72068 -0.50019
H -0.09095 0.04664 1.37773
H 1.32979 1.56838 0.72497
H -0.87432 0.16548 -1.56267
```

Output
- molecular weight (g/mol) = 81.05
- ΔE to the lowest compared entry with this formula, charge and spin (eV) = 3.943
- SMILES = OC(O)NF
- net charge = 0
- HOMO-LUMO gap (hartree) = 0.4149
- total energy (eV) = -9401.4095
- E_HOMO (eV) = -10.49

---

No. 2
ORCA calculation (the ωB97M-V functional and the def2-TZVPD basis) on a structure of composition C5H8O2 at a distorted geometry.

```
15
C5H8O2 the ωB97M-V functional and the def2-TZVPD basis
C 0.79644 0.01794 3.11382
C 1.32084 0.32379 1.74491
C 0.50867 -0.22564 0.62403
C -0.01980 0.54838 -0.40590
C -0.76638 -0.10925 -1.52353
H 1.77797 0.11122 3.92851
H -0.23627 0.72400 3.06787
H 0.87073 -1.41601 3.12628
H 1.78102 1.45521 1.84198
H 2.44426 -0.16742 1.68498
H -0.11026 -1.40874 0.42627
H 0.54971 1.78540 -0.47113
H -1.83253 0.29432 -2.65271
O -1.01587 0.75062 -2.48335
O -1.01954 -1.33928 -1.55064
```

Output
- molecular weight (g/mol) = 100.12
- ΔE to the lowest compared entry with this formula, charge and spin (eV) = 6.151
- net charge = 0
- HOMO-LUMO gap (hartree) = 0.3695
- total energy (eV) = -9403.6810
- E_HOMO (eV) = -9.84

---

No. 3
ORCA calculation (the ωB97M-V functional and the def2-TZVPD basis) on a cluster of 2 separate species, C4H6N2OS in total at a distorted geometry.

```
14
C4H6N2OS the ωB97M-V functional and the def2-TZVPD basis
C 1.50690 0.18444 -1.65112
C 1.25184 -0.85913 -0.77828
C -0.19006 0.82687 -0.30882
C -0.56692 -0.99752 1.11440
N 0.56254 1.15414 -1.37237
N 0.29716 -0.42291 0.07786
O -2.70236 0.98928 2.15334
S -2.22388 2.11564 1.31563
H 2.20007 0.31163 -2.36477
H 1.57906 -1.86178 -0.62659
H -1.07091 -0.23685 1.65345
H -1.35863 -1.68213 0.74893
H 0.15550 -1.60580 1.69420
H 0.55971 2.08410 -1.65586
```

Output
- molecular weight (g/mol) = 130.17
- ΔE to the lowest compared entry with this formula, charge and spin (eV) = 5.005
- net charge = 0
- HOMO-LUMO gap (spin up / spin down) (hartree) = 0.2707 / 0.2697
- total energy (eV) = -20104.3370
- E_HOMO (spin up / spin down) (eV) = -7.79 / -7.74

---

No. 4
ORCA calculation (the ωB97M-V functional and the def2-TZVPD basis) on an isolated molecule of C5H13NS at a distorted geometry.

```
20
C5H13NS the ωB97M-V functional and the def2-TZVPD basis
C 1.43813 1.33230 0.79284
C 1.44916 0.11993 -1.74343
C -2.85745 -0.00461 -0.20315
C -1.44569 0.40039 -0.04061
C -0.51140 -0.65315 0.35442
N 1.92888 -1.69889 0.60354
S 1.11206 -0.00955 -0.07430
H 1.21062 1.48506 1.82100
H 2.29647 1.94593 0.41470
H 2.37614 -0.47846 -1.99372
H 1.74312 1.18970 -2.00128
H -3.09929 -0.67882 -0.94022
H -3.25330 -0.29682 0.77225
H -3.36919 0.98370 -0.44066
H -1.49425 1.06164 0.76195
H -1.04282 0.84589 -0.90857
H -0.64637 -0.94007 1.34475
H -0.50269 -1.51869 -0.24786
H 1.77703 -1.31756 1.54280
H 2.89083 -1.76794 0.18555
```

Output
- molecular weight (g/mol) = 119.23
- ΔE to the lowest compared entry with this formula, charge and spin (eV) = 5.827
- spin multiplicity = 3
- net charge = 0
- expectation value of S² = 2.015
- HOMO-LUMO gap (spin up / spin down) (hartree) = 0.1827 / 0.1731
- total energy (eV) = -17711.2244
- E_HOMO (spin up / spin down) (eV) = -4.24 / -7.05

---

No. 5
ORCA calculation (the ωB97M-V functional and the def2-TZVPD basis) on a structure of composition C14H38BeN3O7 at a distorted geometry.

```
63
C14H38BeN3O7 the ωB97M-V functional and the def2-TZVPD basis
Be 0.36193 0.01661 0.19907
O -1.26643 1.07421 3.75458
C 0.00585 0.52367 3.57002
O 0.48144 -0.16858 4.47393
O 0.54900 0.79681 2.45312
H -1.37535 0.69451 4.64881
C -0.27878 1.54646 -4.34790
C -0.51613 0.99774 -2.96231
C -1.04055 -0.42774 -3.04058
O -1.10985 -1.08380 -1.77321
C -1.64714 -2.37640 -1.90808
N 0.79474 0.97900 -2.25101
H 0.22903 0.84330 -5.01515
H 0.37001 2.42313 -4.32329
H -1.21333 1.79932 -4.85397
H -1.22325 1.61424 -2.40812
H -0.46680 -0.99627 -3.77870
H -2.06350 -0.36262 -3.42581
H -2.62804 -2.39943 -2.38954
H -1.77809 -2.77932 -0.90899
H -1.03173 -3.13659 -2.40371
H 1.49035 0.44110 -2.76527
H 1.10812 1.93646 -2.39301
C -3.45896 2.66351 1.47685
C -2.32817 2.13223 0.58698
C -1.09777 3.01935 0.63619
O -0.01221 2.42213 -0.06510
C 1.00840 3.38306 -0.15351
N -1.96116 0.71730 0.85399
H -4.25547 1.95674 1.69286
H -3.76810 3.49240 0.83064
H -3.19255 3.13020 2.42562
H -2.65304 2.14011 -0.45862
H -0.79523 3.22395 1.66547
H -1.36562 3.94477 0.11907
H 1.20227 3.89832 0.79231
H 0.82603 4.19477 -0.86978
H 1.98745 3.01380 -0.41904
H -2.77767 0.13271 0.71033
H -1.85268 0.83647 1.86694
C 0.26117 -3.81582 2.70939
C 0.65647 -2.68932 1.74248
C 1.36785 -3.16309 0.51149
O 1.76833 -1.95230 -0.16052
C 2.42828 -2.25995 -1.36117
N -0.56662 -1.96461 1.33080
H -0.32982 -4.58985 2.21586
H -0.35361 -3.42056 3.51951
H 1.16550 -4.20684 3.17603
H 1.21195 -1.95480 2.33178
H 0.65357 -3.72121 -0.10663
H 2.25713 -3.77964 0.64305
H 2.52293 -1.31532 -1.90654
H 1.83768 -2.82838 -2.09328
H 3.41602 -2.72355 -1.33512
H -1.17209 -2.00836 2.14589
H -1.09245 -2.46276 0.62377
C 3.52093 0.29882 1.35178
O 2.69715 0.83674 0.31928
H 4.38170 -0.24178 0.94676
H 3.87681 1.04962 2.05501
H 2.98702 -0.46419 1.91324
H 3.24711 1.11951 -0.41500
```

Output
- molecular weight (g/mol) = 369.48
- ΔE to the lowest compared entry with this formula, charge and spin (eV) = 0.000
- net charge = +1
- HOMO-LUMO gap (hartree) = 0.3140
- total energy (eV) = -34331.2722
- E_HOMO (eV) = -11.29

---

No. 6
ORCA calculation (the ωB97M-V functional and the def2-TZVPD basis) on an isolated molecule of C3H5N5 at a distorted geometry.

```
13
C3H5N5 the ωB97M-V functional and the def2-TZVPD basis
H 0.01873 2.60056 -0.24402
N 0.60126 1.82107 0.05018
C -0.23120 0.84814 0.12211
N -1.59692 0.84609 -0.11726
C -1.97500 -0.40126 -0.18277
N -0.93638 -1.25197 0.04492
N 0.18947 -0.50686 0.45005
N 1.33551 -0.98563 -0.19088
C 2.40138 -0.28588 -0.12540
H -2.98659 -0.78688 -0.39540
H -1.06526 -2.20622 0.34727
H 2.41790 0.71740 0.24101
H 3.29349 -0.74976 -0.49149
```

Output
- molecular weight (g/mol) = 111.11
- ΔE to the lowest compared entry with this formula, charge and spin (eV) = 2.874
- SMILES = [H]/N=c1\nc[nH]n1N=C
- net charge = 0
- HOMO-LUMO gap (hartree) = 0.3521
- total energy (eV) = -10640.0003
- E_HOMO (eV) = -8.74